An isolated ion of composition C6H9FNS2 and charge +1 at a distorted geometry, computed with ωB97M-V/def2-TZVPD.

XYZ file:
```
19
C6H9FNS2 (ωB97M-V/def2-TZVPD)
C 3.45092 -1.65480 0.24206
C 2.04912 -1.72981 0.04526
C 3.88314 -0.34875 0.05019
C 1.39937 -0.55658 -0.14960
C -2.66900 0.02801 0.89028
C 0.04079 -0.19402 -0.22815
N -0.28590 1.16865 -0.97240
F -2.25090 -0.97587 -1.40868
S 2.55780 0.74761 -0.22506
S -1.36930 -1.04684 0.20313
H 3.99001 -2.58346 0.20977
H 1.30911 -2.47793 0.19064
H 4.84236 -0.10188 0.36882
H -2.91364 1.04603 0.60066
H -3.58737 -0.47142 0.71807
H -2.38940 -0.12500 1.98048
H -0.67859 1.87064 -0.35667
H 0.58385 1.25030 -1.50133
H -1.05172 0.91441 -1.68664
```

For the energy, the calculation gives -32235.5682 eV. The calculation puts the energy above the lowest of the compared OMol25 structures with the same formula, charge and spin at 230.6 kJ/mol. The orbital gap (alpha / beta) is 7.183 / 7.185 eV. As for the HOMO energy (alpha / beta): -11.851 / -11.852 eV. As for the LUMO energy (alpha / beta): -4.67 / -4.67 eV. As for the net charge: +1.

=====

One molecule with the formula C6H9FO at a distorted geometry, computed with ωB97M-V/def2-TZVPD.

XYZ file:
```
17
C6H9FO (ωB97M-V/def2-TZVPD)
C 0.58080 -1.29040 1.38446
C 0.15573 -0.36302 0.26403
C -1.05889 0.19599 0.27576
C -1.70878 1.15991 -0.70129
C 1.13727 -0.14376 -0.79972
C 2.40412 -0.57813 -0.83527
H 1.44544 -0.90673 1.90776
H 0.88459 -2.26022 0.99432
H -0.21043 -1.42800 2.12636
H -1.73468 -0.04711 1.11612
H -0.98306 1.89299 -1.05296
H -2.03601 0.61412 -1.56888
H -2.56047 2.33702 0.59376
H 3.03620 -0.34664 -1.68368
H 2.84981 -1.14805 -0.02841
O -2.86997 1.75698 -0.14013
F 0.66833 0.55508 -1.85224
```

For the energy, the calculation gives -11131.5529 eV. The calculation puts the energy above the lowest of the compared OMol25 structures with the same formula, charge and spin at 53.9 kJ/mol. The orbital gap is 9.652 eV. As for the HOMO energy: -8.901 eV. Its SMILES is C=C(F)/C(C)=C\CO. As for the LUMO energy: 0.75 eV.

=====

One molecule with the formula C6H9FO3 at a distorted geometry, computed with ωB97M-V/def2-TZVPD.

XYZ file:
```
19
C6H9FO3 (ωB97M-V/def2-TZVPD)
C -0.99192 -0.82640 -0.39736
C 0.45478 1.05373 -1.06852
C -0.05613 -1.46203 0.62026
C 1.85682 1.09532 -1.49157
C -0.31122 -2.86367 0.98387
C 0.01692 1.78469 0.26598
O -0.32342 -0.09654 -1.38940
O 0.90636 -0.84436 1.03711
O 0.06830 3.19249 0.18635
F 2.42700 2.21201 -1.03790
H -1.55697 -1.53195 -0.99588
H -1.91529 -0.29866 0.24982
H 0.29101 1.65800 -1.95666
H -0.91631 -3.41581 0.13924
H -0.96864 -2.92925 1.98441
H 0.69793 -3.35135 1.03324
H 0.48677 1.36432 1.07864
H -1.08648 1.63905 0.48272
H 0.92046 3.62042 0.27563
```

For the energy, the calculation gives -15220.5931 eV. The calculation puts the energy above the lowest of the compared OMol25 structures with the same formula, charge and spin at 246.2 kJ/mol. The orbital gap (alpha / beta) is 7.941 / 8.709 eV. As for the HOMO energy (alpha / beta): -7.278 / -9.734 eV. As for the LUMO energy (alpha / beta): 0.66 / -1.03 eV. The multiplicity is 3. The expectation value of S² is 2.005.

=====

One molecule with the formula C6H9FO5 at a distorted geometry, computed with ωB97M-V/def2-TZVPD.

XYZ file:
```
21
C6H9FO5 (ωB97M-V/def2-TZVPD)
C -1.40802 0.86205 0.19651
C -0.85636 -1.55784 -0.42279
C -1.73493 -0.62120 0.49608
C -0.07966 1.36789 0.63617
C 0.99745 -0.06294 -0.49536
C 2.45865 0.07080 -0.32620
O -2.23544 1.48801 -0.47366
O 0.60716 -1.32621 -0.22546
O -3.10579 -0.93250 0.42514
O 0.26428 2.59192 0.33326
O 2.78604 -0.31372 1.04123
F 0.57668 0.31890 -1.74799
H -1.06640 -2.63552 -0.23704
H -0.86090 -1.30986 -1.45432
H -1.55355 -0.71682 1.62653
H 0.38946 0.90204 1.56518
H 2.87429 1.06017 -0.48949
H 3.03003 -0.62306 -1.02620
H -3.37847 -0.22639 -0.14987
H -0.21369 2.95725 -0.44259
H 2.50917 -1.29294 1.17089
```

For the energy, the calculation gives -19320.0438 eV. The calculation puts the energy above the lowest of the compared OMol25 structures with the same formula, charge and spin at 90.4 kJ/mol. The orbital gap is 9.162 eV. As for the HOMO energy: -8.868 eV. As for the LUMO energy: 0.29 eV.

=====

C6H9FS as an isolated structure at a distorted geometry, computed with ωB97M-V/def2-TZVPD.

XYZ file:
```
17
C6H9FS (ωB97M-V/def2-TZVPD)
C 0.69010 -1.57775 -1.34675
C 0.24975 -0.26536 -0.57565
C 0.54638 -0.38787 0.98474
C -0.17367 0.97098 1.52826
C -0.39135 1.64937 0.14751
C -1.14464 0.51357 -0.62657
H 1.80508 -1.64925 -1.19196
H 0.68030 -1.61433 -2.54524
H 0.15520 -2.49894 -0.73784
H 1.59093 -0.31506 1.27006
H 0.01011 -1.28398 1.34437
H -1.19085 0.66092 2.04078
H 0.55566 1.49106 2.16997
H -0.79020 2.62757 0.22721
H -1.48559 0.54523 -1.70866
F -2.12384 -0.13289 -0.06213
S 1.01663 1.26672 -0.91811
```

For the energy, the calculation gives -19918.5797 eV. The calculation puts the energy above the lowest of the compared OMol25 structures with the same formula, charge and spin at 190.3 kJ/mol. The orbital gap is 9.534 eV. As for the HOMO energy: -8.693 eV. As for the LUMO energy: 0.84 eV.

=====

One molecule with the formula C6H9FS at a distorted geometry, computed with ωB97M-V/def2-TZVPD.

XYZ file:
```
17
C6H9FS (ωB97M-V/def2-TZVPD)
C 0.20181 -1.13544 -1.86798
C -0.03613 -0.09344 -0.80283
C 1.13691 0.37085 -0.01147
C 0.50727 0.90758 1.31357
C -0.86998 0.21468 1.51059
C -1.22123 -0.19098 0.14841
H 0.77393 -0.60760 -2.69593
H -0.73936 -1.51403 -2.24421
H 0.83546 -1.96165 -1.59879
H 1.71877 -0.51819 0.24687
H 1.84342 1.08439 -0.45542
H 1.18280 0.88432 2.17229
H -0.75462 -0.65094 2.20243
H -1.64122 0.94007 1.99789
H -1.84649 -1.06787 0.12057
F 0.26927 2.29834 1.13428
S -1.36060 1.03991 -1.17027
```

For the energy, the calculation gives -19920.1300 eV. The calculation puts the energy above the lowest of the compared OMol25 structures with the same formula, charge and spin at 40.7 kJ/mol. The orbital gap is 9.531 eV. As for the HOMO energy: -8.683 eV. Its SMILES is C[C@]12C[C@@H](F)C[C@H]1S2. As for the LUMO energy: 0.85 eV.

=====

C6H9HgO4 as an isolated structure at a distorted geometry, computed with ωB97M-V/def2-TZVPD.

XYZ file:
```
20
C6H9HgO4 (ωB97M-V/def2-TZVPD)
O -0.33228 0.14448 3.64198
C -0.48587 0.84479 2.60146
O -1.64328 1.21197 2.25936
O 0.56734 0.92074 1.80990
C 0.55222 0.76218 0.37691
Hg -2.24071 0.64427 4.07991
H -0.54461 0.68015 0.29733
H 1.53871 1.25385 0.34454
C 1.35043 1.41295 -1.73352
C 0.95082 0.10299 -1.92574
H 0.70287 2.28506 -1.62522
H 2.40244 1.64867 -1.92355
H 0.51212 -0.16855 -2.89260
C 0.56675 -0.69436 -0.77931
C -0.62181 -1.59360 -1.07029
O -0.93562 -2.36334 0.07485
H 1.38010 -1.24613 -0.28984
H -0.37125 -2.25594 -1.91645
H -1.48638 -0.97619 -1.36948
H -1.86199 -2.61398 0.03978
```

For the energy, the calculation gives -18722.5741 eV. The calculation puts the energy above the lowest of the compared OMol25 structures with the same formula, charge and spin at 784.0 kJ/mol. The orbital gap (alpha / beta) is 6.220 / 8.005 eV. As for the HOMO energy (alpha / beta): -7.576 / -8.012 eV. As for the LUMO energy (alpha / beta): -1.36 / -0.01 eV. The multiplicity is 2. The expectation value of S² is 1.758.

=====

C6H9HgO6P as an isolated structure at a distorted geometry, computed with ωB97M-V/def2-TZVPD.

XYZ file:
```
23
C6H9HgO6P (ωB97M-V/def2-TZVPD)
O 0.07478 3.39898 -1.19305
C -0.02873 2.29422 -0.92727
Hg -0.42862 -0.44953 0.40879
C 1.94670 -1.18257 -0.96534
C -2.17750 -1.21792 -1.34478
O 2.97637 -1.59974 -1.23285
O -3.16572 -1.80864 -1.32038
C 1.73313 -2.29631 2.91180
O 1.73126 -0.84465 2.96553
P 0.42530 0.00227 2.63514
O -0.54550 -0.31074 3.86293
C -1.99667 -0.21606 3.81230
O 0.93729 1.50681 2.83227
C 0.04165 2.64994 2.87194
H 2.66656 -2.60945 3.37234
H 1.70732 -2.66914 1.87976
H 0.88549 -2.71401 3.46150
H -2.41255 -0.99983 3.15808
H -2.34753 -0.37709 4.84024
H -2.32672 0.77531 3.45648
H -0.84868 2.53262 2.22251
H -0.28817 2.82507 3.90794
H 0.61182 3.50694 2.49891
```

For the energy, the calculation gives -32098.1833 eV. The calculation puts the energy above the lowest of the compared OMol25 structures with the same formula, charge and spin at 0.0 kJ/mol. The orbital gap is 8.965 eV. As for the HOMO energy: -19.088 eV. As for the LUMO energy: -10.12 eV. As for the net charge: +2.

=====

One molecule with the formula C6H9IO at a distorted geometry, computed with ωB97M-V/def2-TZVPD.

XYZ file:
```
17
C6H9IO (ωB97M-V/def2-TZVPD)
C -0.21035 1.66533 0.67250
C 0.80529 0.89540 0.17725
C -1.22258 0.97370 1.39281
C 0.80567 -0.47012 0.69131
C -0.87095 -0.43967 1.20008
C 0.77383 -1.62552 -1.36153
O 1.16305 -1.63046 -0.05308
I -1.20147 -1.72236 2.94089
H -0.27851 2.74855 0.61612
H 1.62774 1.37280 -0.37024
H -1.10899 1.34074 2.43089
H -2.18840 1.12717 0.90869
H 1.38759 -0.43183 1.62074
H -1.40561 -1.00622 0.51945
H 1.39071 -0.95912 -1.97980
H -0.24027 -1.34068 -1.35131
H 1.04963 -2.68509 -1.73916
```

For the energy, the calculation gives -16513.6709 eV. The calculation puts the energy above the lowest of the compared OMol25 structures with the same formula, charge and spin at 115.6 kJ/mol. The orbital gap is 9.535 eV. As for the HOMO energy: -8.986 eV. Its SMILES is CO[C@H]1C=CC[C@@H]1I. As for the LUMO energy: 0.55 eV.

=====

C6H9IrO4 as an isolated structure at a distorted geometry, computed with ωB97M-V/def2-TZVPD.

XYZ file:
```
20
C6H9IrO4 (ωB97M-V/def2-TZVPD)
O -2.75442 -3.43780 -1.25747
C -2.06356 -2.49909 -0.75603
O -2.26715 -2.16153 0.45077
O -1.26228 -1.83282 -1.54562
C -0.58933 -0.65919 -1.05092
Ir -3.40394 -3.54677 0.53730
H -1.26251 -0.16153 -0.34238
H -0.37635 -0.09249 -1.96523
C 0.74365 -1.01513 -0.34504
C 1.45326 0.20448 0.14929
H 1.38271 -1.54934 -1.06499
H 0.52917 -1.68332 0.50302
H 2.23981 0.00914 0.88615
C 0.99898 1.46326 0.02967
C 1.42074 2.57725 0.93877
O 0.26545 3.17483 1.50825
H 0.34208 1.75665 -0.79561
H 1.98613 3.32857 0.35997
H 2.08813 2.18967 1.72703
H 0.52943 3.93516 2.03306
```

For the energy, the calculation gives -17370.4451 eV. The calculation puts the energy above the lowest of the compared OMol25 structures with the same formula, charge and spin at 0.0 kJ/mol. The orbital gap (alpha / beta) is 7.924 / 5.984 eV. As for the HOMO energy (alpha / beta): -16.610 / -17.899 eV. As for the LUMO energy (alpha / beta): -8.69 / -11.91 eV. The multiplicity is 5. As for the net charge: +2. The expectation value of S² is 6.011.